Computed, not measured: a structure of composition C31H23N3O7P2Sr, with the ωB97M-V functional and the def2-TZVPD basis.

Calculated values
Largest force on an atom, Eh/bohr: 0.0092
Gap between HOMO and LUMO, eV: 7.681
HOMO level, eV: -7.96
ΔE to the lowest compared entry with this formula, charge and spin, eV: 0.0000

```
67
Properties=species:S:1:pos:R:3:forces:R:3
Sr -1.224522 -0.898582 1.248370 0.148 -0.225 -0.019
N 1.356524 1.661142 0.669699 0.363 0.256 -0.169
P 1.822027 0.020711 0.809661 -0.254 0.168 0.210
C 3.598575 0.257024 1.097941 0.041 -0.137 -0.128
C 4.547492 0.111799 0.089685 -0.009 -0.014 0.032
C 5.890673 0.338993 0.361574 -0.022 -0.003 0.011
C 6.288495 0.708507 1.637614 0.002 -0.010 -0.022
C 5.346694 0.844309 2.649592 -0.042 0.003 0.010
C 4.006947 0.612410 2.383499 0.027 0.016 -0.005
C 1.632973 -0.673809 -0.860263 -0.038 -0.007 -0.009
C 1.635425 0.097966 -2.025177 0.010 -0.011 0.003
C 1.337832 -0.486806 -3.244364 0.004 -0.018 0.011
C 1.021789 -1.841278 -3.312245 0.009 0.036 0.010
C 1.000856 -2.614433 -2.162357 0.016 0.000 0.013
C 1.305362 -2.029075 -0.939294 0.003 0.001 -0.025
P -0.257916 2.179405 0.771843 0.009 -0.240 0.088
C -0.723947 2.583476 -0.938294 -0.029 -0.044 -0.011
C -1.705498 1.805492 -1.547622 -0.008 0.030 -0.011
C -1.999608 1.976631 -2.895460 -0.007 0.010 -0.001
C -1.315834 2.927930 -3.634671 0.022 0.001 0.021
C -0.343724 3.719972 -3.029144 -0.008 -0.011 0.022
C -0.052001 3.550904 -1.686242 0.000 -0.008 -0.030
C -0.075818 3.807591 1.557136 -0.085 0.042 -0.039
C -1.060910 4.774869 1.355898 0.019 0.020 0.028
C -0.982922 5.997018 2.004962 0.004 -0.032 -0.019
C 0.077633 6.263638 2.860918 0.009 -0.016 0.009
C 1.056817 5.303667 3.068601 -0.004 -0.003 -0.011
C 0.979710 4.076445 2.423675 0.005 0.005 -0.010
H 2.017942 2.274998 0.201325 -0.023 0.021 0.024
H 4.238112 -0.188288 -0.903810 0.008 0.006 -0.005
H 6.625262 0.222433 -0.424242 0.000 0.000 -0.001
H 7.335532 0.881466 1.849172 0.001 0.001 -0.004
H 5.658575 1.119727 3.648442 0.000 0.000 0.000
H 3.273518 0.703637 3.176908 0.000 0.001 0.000
H 1.845196 1.160454 -1.977118 -0.001 -0.008 -0.006
H 1.334761 0.116492 -4.143156 0.000 0.003 0.001
H 0.772905 -2.287827 -4.266107 -0.005 -0.002 0.002
H 0.721758 -3.659174 -2.195685 -0.002 0.013 0.000
H 1.261203 -2.641229 -0.043811 -0.010 0.004 -0.003
H -2.269460 1.071329 -0.978607 0.012 -0.009 0.006
H -2.764402 1.367351 -3.358213 0.003 -0.002 -0.003
H -1.542256 3.062826 -4.684369 -0.003 -0.002 0.000
H 0.180502 4.470366 -3.606658 0.001 0.002 0.001
H 0.698228 4.175165 -1.212514 0.002 0.012 -0.007
H -1.887307 4.576150 0.683641 -0.003 0.000 -0.005
H -1.749460 6.742630 1.839883 0.000 0.000 0.002
H 0.138827 7.218497 3.366181 0.002 0.001 -0.002
H 1.884884 5.507593 3.734821 -0.001 0.004 0.002
H 1.745499 3.328483 2.587982 -0.001 0.004 0.008
O -3.286719 -1.596042 2.324603 -0.190 -0.192 -0.224
C -3.577189 -1.897670 1.127318 0.361 0.141 0.084
O -3.430803 -1.064329 0.185222 -0.128 -0.148 0.055
C -3.651013 -3.358293 0.771083 -0.148 0.062 0.009
C -4.786036 -4.125393 0.712317 -0.021 -0.002 -0.012
C -4.684864 -5.476215 0.385177 0.069 0.062 -0.026
C -3.459224 -6.064719 0.124890 -0.046 -0.118 0.021
C -2.342399 -5.272563 0.183265 0.140 0.118 -0.081
C -2.358299 -3.901860 0.504466 0.034 -0.002 0.018
O -1.271886 -3.206480 0.577368 -0.148 0.335 0.171
N -1.023899 -5.849802 -0.116399 -0.071 -0.191 -0.087
O -0.497874 -5.526026 -1.165003 0.008 0.053 0.094
O -0.547291 -6.623991 0.687538 -0.023 0.040 -0.022
N -5.886428 -6.289538 0.312231 -0.093 -0.150 0.091
O -6.955455 -5.755797 0.554306 0.073 0.007 -0.046
O -5.763695 -7.469043 0.024210 0.002 0.119 -0.012
H -5.760766 -3.705523 0.916390 0.007 0.005 0.000
H -3.399119 -7.115684 -0.118561 0.011 0.001 0.005
```
Positions in Å, forces in eV/Å.